The following is a quantum chemistry calculation of an isolated molecule of C19H23ClN2O5 in a non-equilibrium geometry, from the OMol25 dataset.

Geometry as XYZ:
```
50
Properties=species:S:1:pos:R:3:forces:R:3
C -1.9223 -0.1415 -1.7889 0.27 -0.01 -0.19
H -2.2406 -0.4530 -2.7878 -0.02 0.01 0.01
O -2.9656 -0.2868 -0.8480 -0.39 -0.07 0.20
C -3.4204 -1.5275 -0.5727 -0.24 0.01 0.14
C -3.0262 -2.6812 -1.2424 0.05 0.17 -0.01
C -3.5686 -3.9053 -0.8848 -0.19 0.18 0.24
C -4.5012 -4.0188 0.1295 0.14 -0.10 -0.12
C -4.8840 -2.8736 0.8074 0.09 0.32 -0.06
C -4.3599 -1.6378 0.4727 0.11 0.04 -0.01
O -4.7648 -0.5038 1.1559 -0.15 -0.21 -0.41
C -4.0473 -0.2469 2.3518 0.20 0.17 0.18
C -2.6038 0.0160 2.0737 0.62 -0.94 -0.06
C -1.5798 -0.8284 1.7416 -0.34 0.58 0.39
C -0.5052 0.0465 1.4440 -1.05 0.11 0.19
N -0.8813 1.2930 1.6058 0.96 0.21 -0.42
O -2.1722 1.2812 1.9926 -0.62 -0.06 0.11
C 0.7800 -0.3860 0.8320 0.31 0.10 -0.06
O 0.7389 -1.2599 -0.0261 -0.19 -0.15 0.00
N 1.9227 0.1931 1.2313 0.09 -0.04 -0.12
C 2.0394 1.2274 2.2325 -0.03 0.30 0.41
H 1.0813 1.7137 2.3880 0.20 0.01 0.07
H 2.3967 0.8001 3.1744 0.01 0.04 0.02
H 2.7651 1.9606 1.8839 -0.10 0.00 0.08
C 3.1565 -0.2288 0.6053 0.29 0.01 -0.45
H 2.9740 -1.2015 0.1436 0.12 0.12 0.09
H 3.9292 -0.3184 1.3729 -0.03 -0.03 -0.01
C 3.6504 0.7439 -0.4772 -0.35 -0.38 0.02
C 2.5380 1.1565 -1.4449 0.41 -0.04 -0.09
C 3.0960 2.1325 -2.4780 -0.15 0.15 0.19
C 3.7422 3.3087 -1.7493 0.19 -0.30 0.04
C 4.7808 2.7794 -0.7613 0.03 0.43 -0.18
O 4.2183 1.8753 0.1625 -0.08 -0.14 0.12
H 5.2033 3.5881 -0.1608 0.05 -0.06 -0.11
H 5.5953 2.2830 -1.3132 -0.02 0.05 0.05
H 4.2235 3.9880 -2.4536 0.01 0.08 0.01
H 2.9777 3.8611 -1.1997 0.00 0.08 0.01
H 2.2990 2.4830 -3.1355 0.04 -0.03 -0.08
H 3.8451 1.6273 -3.0934 0.00 -0.01 -0.08
H 2.1284 0.2667 -1.9228 -0.06 -0.05 0.03
H 1.7396 1.6439 -0.8819 -0.06 -0.03 0.04
H 4.4463 0.2314 -1.0476 -0.08 0.03 0.07
H -1.5749 -1.8966 1.6969 -0.07 -0.24 -0.04
H -4.1396 -1.0951 3.0455 0.00 0.18 -0.11
H -4.5106 0.6433 2.7815 0.06 -0.14 0.07
H -5.6062 -2.9311 1.6074 -0.09 0.03 0.09
H -4.9151 -4.9793 0.3890 -0.02 -0.10 0.00
Cl -3.0598 -5.3191 -1.7352 0.08 -0.23 -0.15
H -2.2934 -2.6406 -2.0306 0.07 0.03 -0.07
H -1.6905 0.9224 -1.8000 0.01 -0.07 -0.03
H -1.0345 -0.7052 -1.4857 -0.07 0.02 -0.02
```
Positions in Å, forces in eV/Å.

Summary:
Energy relative to the best compared isomer or geometry (same formula, charge and spin) ... 57.5 kcal per mole
HOMO ... -8.54 eV
E ... -1683.6562 Eh
LUMO energy ... 0.775 eV
SMILES string ... COc1cc(Cl)ccc1OCc1cc(C(=O)N(C)C[C@H]2CCCCO2)no1
Multiplicity ... 1
Net charge ... 0

Mulliken population analysis, charges in e, atoms 1 to 2:
1 C -1.0074
2 H 0.4645